No. 1
114
Properties=species:S:1:pos:R:3 method="wB97M-V/def2-TZVPD" mol_weight_g_mol=1016.53 gap_ev="7.30 / 4.99" s2=8.842 e_tot_ev=-142860.2402 multiplicity=6 max_force_ev_per_a=1.2 charge=+3
Os 0.21373 0.12639 -0.01862
C -1.08400 4.00349 -0.63159
C -0.91930 3.58220 0.82738
C 0.41337 4.08649 1.38224
P -1.17502 1.77975 1.04605
C -1.01544 1.64017 2.89060
N -1.26099 0.27860 3.29802
Ge -0.28196 -1.05558 2.21120
N -1.65396 -2.51064 1.67599
C -2.25869 -2.38148 0.36772
P -1.03426 -2.04957 -0.99208
C -2.16777 -1.55176 -2.37082
C -1.49179 -1.83378 -3.72022
C -3.60920 -2.06508 -2.36761
C -0.42550 -3.71346 -1.53255
C -1.52698 -4.71696 -1.87446
C 0.60198 -4.31826 -0.58092
C -1.59619 -3.65405 2.34947
C -2.03108 -4.93597 1.90065
C -1.74813 -6.04527 2.65300
C -1.04285 -5.92610 3.86125
C -0.67474 -4.66987 4.36950
C -0.99104 -3.55583 3.64820
N -0.79294 -2.18275 4.05551
C -2.01236 -1.54027 4.53232
C -2.96284 -2.15640 5.29513
C -3.98352 -1.37951 5.85818
C -4.02156 0.01550 5.67654
C -3.09854 0.64275 4.88581
C -2.10314 -0.13776 4.22671
C 0.29764 -1.92203 5.01358
C 0.21607 -2.26355 6.35534
C 1.28511 -1.99120 7.18733
C 2.40657 -1.35947 6.66057
C 2.46647 -0.98755 5.32634
C 1.39808 -1.26640 4.47047
N 1.33779 -0.92172 3.12210
C 2.51114 -0.31425 2.51861
P 2.51415 -0.47273 0.69366
C 3.80104 0.72004 0.15658
C 3.33492 2.15818 0.35559
C 4.21060 0.50933 -1.30521
C 3.21024 -2.15912 0.45616
C 4.72679 -2.22050 0.67852
C 2.53980 -3.14801 1.41422
C -3.00547 1.47538 0.91036
C -3.84951 2.56621 1.57790
C -3.50123 1.23419 -0.50952
H -1.02190 5.08999 -0.70269
H -2.03964 3.70513 -1.06415
H -0.27046 3.60138 -1.23776
H -1.72728 4.01515 1.42239
H 1.24878 3.73740 0.77830
H 0.59028 3.80736 2.42215
H 0.41528 5.17633 1.34166
H -1.66944 2.36002 3.37591
H 0.01335 1.89018 3.16119
H -2.85654 -1.46300 0.34822
H -2.93240 -3.20995 0.15757
H -2.21980 -0.47680 -2.25551
H -1.53010 -2.89473 -3.96987
H -0.44303 -1.53301 -3.74397
H -2.01541 -1.30002 -4.51392
H -3.68119 -3.13418 -2.55381
H -4.15268 -1.56087 -3.16947
H -4.14348 -1.84404 -1.44031
H 0.10872 -3.46513 -2.45476
H -2.23303 -4.86711 -1.05341
H -1.06826 -5.68486 -2.08306
H -2.09466 -4.43542 -2.75648
H 0.20457 -4.47705 0.42747
H 1.48785 -3.69670 -0.51284
H 0.91463 -5.29270 -0.96076
H -2.54505 -5.04020 0.95570
H -2.05826 -7.02374 2.30784
H -0.79897 -6.81452 4.43082
H -0.16001 -4.59816 5.31737
H -2.91274 -3.21924 5.49653
H -4.73570 -1.85755 6.47304
H -4.79695 0.59378 6.16199
H -3.14723 1.71243 4.73530
H -0.67933 -2.72335 6.75671
H 1.24063 -2.25300 8.23503
H 3.24619 -1.13446 7.30596
H 3.33947 -0.45938 4.96794
H 3.42128 -0.80499 2.87477
H 2.60253 0.74792 2.77171
H 4.65959 0.53031 0.80791
H 2.46818 2.36115 -0.27797
H 4.12511 2.84865 0.05524
H 3.07500 2.38901 1.39028
H 3.43515 0.88014 -1.97624
H 4.41674 -0.52955 -1.56015
H 5.11593 1.08322 -1.50849
H 2.97985 -2.42708 -0.57978
H 4.99237 -1.95035 1.70428
H 5.29660 -1.59017 0.00046
H 5.06099 -3.24836 0.52540
H 2.84674 -2.95973 2.44470
H 2.85258 -4.16237 1.16302
H 1.45179 -3.10712 1.36853
H -3.12634 0.54709 1.48258
H -3.82295 3.49287 1.00331
H -3.55069 2.79264 2.60303
H -4.88996 2.23799 1.61133
H -3.53436 2.15548 -1.09006
H -4.51804 0.83689 -0.48569
H -2.86900 0.53064 -1.03824
F 0.11514 2.75584 -3.46393
B -0.50328 1.68607 -3.02577
F -1.75068 1.45291 -3.37890
N 1.13137 -0.12976 -2.17867
C 0.23854 0.73809 -2.00412
H 1.53911 -0.36819 -3.08972

---

No. 2
230
Properties=species:S:1:pos:R:3 method="wB97M-V/def2-TZVPD" mol_weight_g_mol=2732.62 gap_ev=0.97 e_tot_ev=-446074.8783 max_force_ev_per_a=15.7 relative_energy_ev=0.0000
C -4.84178 -3.87931 -1.55777
N -3.55239 -3.17645 -1.19008
C -3.39184 -2.57840 0.01208
C -2.35916 -1.64586 0.23563
C -1.39850 -1.40274 -0.74575
C -1.57690 -2.08971 -1.98444
C -2.65604 -2.93927 -2.19200
C -0.22860 -0.45843 -0.61886
C 0.25179 0.30608 -1.66905
C 1.22879 1.29149 -1.55467
N 1.73788 1.56712 -0.34392
C 1.37757 0.87819 0.75717
C 0.42072 -0.17438 0.64250
C 2.50911 2.82547 -0.22362
H -5.47977 -3.05836 -1.88505
H -5.24402 -4.34014 -0.65558
H -4.71678 -4.57851 -2.38457
H -4.13425 -2.79036 0.76726
H -2.20515 -1.19281 1.20384
H -0.83852 -1.92812 -2.75585
H -2.84904 -3.47926 -3.10718
H -0.24144 0.14520 -2.61627
H 1.60960 1.87230 -2.38173
H 1.92614 1.23382 1.61682
H 0.30339 -0.81334 1.50528
H 3.21158 2.83308 -1.05703
H 2.96754 2.80666 0.76511
H 1.78707 3.62383 -0.39499
C 5.20985 14.22332 3.98607
N 5.27240 12.87036 3.35104
C 6.44799 12.45833 2.77649
C 6.52408 11.20545 2.13605
C 5.37336 10.36093 2.05605
C 4.28477 10.78721 2.80787
C 4.22162 12.08799 3.39485
C 5.32182 8.99933 1.36606
C 4.16031 8.50805 0.74013
C 4.19089 7.27628 0.08625
N 5.39321 6.60707 -0.14734
C 6.50807 7.01705 0.42884
C 6.50277 8.29212 1.15456
C 5.43086 5.62880 -1.27152
H 5.88251 14.91742 3.48222
H 5.27962 14.18150 5.07303
H 4.21370 14.60784 3.76714
H 7.25861 13.16556 2.87200
H 7.38476 11.01297 1.51269
H 3.45940 10.09090 2.79064
H 3.36727 12.53605 3.88038
H 3.21949 9.03837 0.74502
H 3.37700 6.78266 -0.42397
H 7.42151 6.52208 0.13380
H 7.44254 8.59867 1.58958
H 4.67836 4.85735 -1.10805
H 6.47277 5.31959 -1.35465
H 5.05829 6.29703 -2.04790
C 3.46238 1.81910 3.81406
N 3.67957 2.12902 5.25271
C 2.58288 2.44746 5.96826
C 2.67447 2.68395 7.34661
C 3.92212 2.68798 8.00148
C 5.04264 2.41344 7.15440
C 4.87880 2.13406 5.76310
C 3.94678 2.84832 9.49690
C 2.85854 2.45900 10.37979
C 2.95650 2.57456 11.74312
N 4.17354 2.99166 12.30269
C 5.25236 3.29022 11.49571
C 5.20014 3.22392 10.13208
C 4.41253 3.06532 13.79615
H 2.79612 2.55146 3.35815
H 2.87114 0.90351 3.79961
H 4.37265 1.58247 3.26313
H 1.70787 2.48264 5.33619
H 1.79946 2.90535 7.93969
H 6.02527 2.10562 7.48010
H 5.70376 1.83815 5.13200
H 1.93773 1.97862 10.08357
H 2.14064 2.36795 12.41994
H 6.12202 3.65260 12.02370
H 6.03990 3.46252 9.49626
H 3.61247 3.53504 14.36831
H 5.28245 3.68236 14.02109
H 4.71016 2.09289 14.18846
C 0.14021 -11.09602 -9.81017
N -0.31285 -9.73473 -9.42859
C -1.01668 -8.95477 -10.30368
C -1.56880 -7.72784 -9.79764
C -1.29838 -7.26242 -8.49836
C -0.56860 -8.09452 -7.67269
C -0.05255 -9.35133 -8.12678
C -1.78468 -5.93739 -8.06367
C -3.15503 -5.53633 -8.21406
C -3.64963 -4.37880 -7.55577
N -2.89846 -3.64357 -6.78961
C -1.58422 -3.97349 -6.62281
C -1.01698 -5.11744 -7.25293
C -3.38821 -2.39902 -6.19720
H -0.46345 -11.87320 -9.34146
H 1.18810 -11.09388 -9.51013
H 0.07599 -11.26212 -10.88553
H -1.10049 -9.29032 -11.32680
H -1.98464 -7.07777 -10.55322
H -0.48336 -7.87491 -6.61870
H 0.59986 -9.98338 -7.54260
H -3.80097 -6.10432 -8.86717
H -4.69692 -4.12526 -7.62875
H -1.02519 -3.34663 -5.94388
H -0.01855 -5.35265 -6.91495
H -4.37905 -2.65173 -5.81974
H -3.22313 -1.56634 -6.88092
H -2.80506 -2.25009 -5.28843
C -1.50573 -5.49968 2.59099
N -2.08549 -4.27373 3.09692
C -1.33056 -3.43624 3.78480
C -1.92318 -2.29839 4.22809
C -3.30160 -2.02524 4.10373
C -4.07835 -2.95709 3.42612
C -3.43228 -4.06607 2.84493
C -3.93400 -0.81275 4.61124
C -4.73779 -0.03482 3.75798
C -5.35553 1.09121 4.24844
N -5.10993 1.50698 5.52262
C -4.42443 0.77731 6.32629
C -3.72449 -0.30216 5.87680
C -5.68846 2.79383 5.98089
H -1.56529 -5.61270 1.50850
H -2.09312 -6.33188 2.97895
H -0.46030 -5.63828 2.86664
H -0.29005 -3.67187 3.95280
H -1.31673 -1.58866 4.77115
H -5.12855 -2.79790 3.23078
H -4.01302 -4.76025 2.25562
H -4.84317 -0.25879 2.70673
H -5.92942 1.73535 3.59871
H -4.18567 1.28716 7.24795
H -3.01611 -0.91980 6.40888
H -5.19842 3.05273 6.91947
H -6.76235 2.64051 6.08739
H -5.56982 3.61693 5.27624
N -2.14677 -5.56974 -3.75393
S -3.09916 -6.82703 -4.25180
O -3.92241 -7.64095 -3.34285
O -2.54936 -7.52799 -5.38834
F -4.21584 -5.94860 -4.94261
S -1.11456 -6.35838 -3.21019
O -0.18761 -7.01280 -4.10328
O -1.35858 -6.92391 -1.87923
F -0.22283 -5.03684 -2.86568
N 0.22744 2.53878 3.20987
S -1.29562 1.81982 3.51736
O -1.78348 0.89968 2.57096
O -2.16409 2.57235 4.36385
F -0.66609 0.71598 4.53264
S -0.38953 3.69208 2.43900
O -0.79453 4.91163 3.10441
O -1.00169 3.39282 1.08765
F 1.04758 4.21440 1.99863
N 3.25953 -3.01143 -4.16391
S 1.99689 -2.66747 -3.45232
O 1.71665 -3.16829 -2.11301
O 0.87970 -2.50859 -4.39061
F 2.44084 -1.13829 -3.17255
S 2.99383 -4.67833 -4.16031
O 1.83269 -5.14810 -4.89599
O 3.53176 -5.48265 -3.09709
F 4.14307 -5.07130 -5.21563
N -8.47144 -5.06921 -4.97208
S -7.62619 -6.07596 -5.69973
O -7.59478 -7.43256 -5.09821
O -6.55854 -5.70676 -6.59026
F -8.78397 -6.24519 -6.83068
S -7.17391 -4.62655 -4.10172
O -6.20282 -3.73333 -4.66493
O -6.73694 -5.57236 -3.06341
F -8.01606 -3.57076 -3.21202
N 2.19181 -4.75505 2.73691
S 1.90013 -4.09669 1.45751
O 3.01175 -3.67255 0.66110
O 0.62520 -3.39570 1.26638
F 1.56821 -5.55705 0.82170
S 2.61877 -3.38033 3.55705
O 1.85942 -2.16351 3.35253
O 4.07261 -3.32414 3.81366
F 2.01126 -3.95405 4.93408
N 0.70734 1.62588 -7.17332
S 0.86163 1.74051 -5.68241
O 0.85787 0.56955 -4.81323
O 0.34994 2.97357 -5.12627
F 2.48058 2.20430 -5.57808
S -0.63325 0.64818 -7.12597
O -1.88613 1.13282 -6.54758
O -0.36956 -0.78638 -7.04870
F -1.05681 0.82154 -8.66260
N 5.13730 1.03794 0.60953
S 4.78607 -0.56462 0.31562
O 5.83635 -1.60573 0.67988
O 3.92958 -0.90184 -0.79964
F 3.73354 -0.89161 1.57424
S 5.66630 1.22965 -0.81494
O 4.75123 1.45710 -1.91632
O 6.93867 0.56157 -1.14197
F 6.28380 2.75727 -0.50925
N -4.03443 2.02786 -3.24102
S -3.12732 2.19309 -1.84779
O -1.85366 2.81135 -2.00759
O -3.20091 1.14772 -0.82079
F -4.08473 3.33932 -1.20978
S -3.76368 0.58420 -3.46741
O -4.71935 -0.32293 -2.79042
O -2.45330 0.04988 -3.73972
F -4.47877 0.52284 -4.97539
N -6.45662 -3.77349 1.66002
S -7.52725 -2.47958 1.44550
O -8.29112 -2.16771 2.61867
O -8.02017 -2.15676 0.08675
F -6.29292 -1.40016 1.31474
S -7.50734 -4.75679 1.10504
O -7.61435 -5.00043 -0.34045
O -8.74596 -4.91767 1.79822
F -6.71936 -6.10336 1.47685
N 2.44365 6.45295 -2.46086
S 1.00297 7.31192 -2.06530
O -0.33148 6.89662 -2.53313
O 1.21280 8.75390 -1.79112
F 1.03861 6.63054 -0.62146
S 1.82020 5.44801 -3.42675
O 1.24531 5.97017 -4.67334
O 1.20055 4.25204 -2.87784
F 3.16768 4.79903 -3.92284

---

No. 3
27
Properties=species:S:1:pos:R:3 method="wB97M-V/def2-TZVPD" mol_weight_g_mol=278.61 gap_ev="2.82 / 3.50" s2=2.023 e_tot_ev=-24840.7012 multiplicity=3 max_force_ev_per_a=2.5 charge=-1 relative_energy_ev=0.0332
C 0.28293 -0.22552 -2.93665
C -0.60519 -1.11751 -3.61083
C -0.16837 -2.45272 -3.38140
C 1.00466 -2.39994 -2.58524
C 1.31624 -1.03754 -2.29960
Pd -0.61926 2.30199 0.03800
P -0.40395 3.59932 -1.64090
H 0.19597 0.85528 -2.91223
H -1.47283 -0.84030 -4.19934
H -0.66951 -3.35546 -3.72422
H 2.15825 -0.64811 -1.72874
H 1.57965 -3.25314 -2.26371
H -1.24644 4.73765 -1.57938
H -0.70431 3.08527 -2.94575
H 0.89949 4.13001 -1.86402
C -1.37612 0.07174 3.61316
N -0.12109 -0.32180 2.97746
C 0.98830 -0.77642 3.78979
C 0.05585 -0.11826 1.67145
O -0.83465 0.46371 0.99903
H -1.28467 -0.20875 4.66219
H -2.22941 -0.44943 3.16305
H -1.54364 1.15464 3.54134
H 1.24132 -1.81927 3.55965
H 1.87763 -0.16270 3.59547
H 0.69411 -0.68338 4.83447
H 0.98503 -0.52933 1.22695